C36H87N2O13S6 | ωB97M-V/def2-TZVPD

```
144
Properties=species:S:1:pos:R:3
C -2.5821 -2.3844 0.5187
C -1.6954 -1.5799 1.4502
C -0.9666 -0.3716 0.8098
C 0.3643 -0.6400 0.0886
N 1.0781 0.6396 -0.4521
C 1.4608 1.7254 0.6123
C 0.7055 3.0387 0.1624
C -0.2652 2.6300 -0.8659
C 0.3283 1.4108 -1.5573
C 2.4462 0.1887 -1.0697
H -2.9150 -1.8535 -0.3732
H -3.4801 -2.7072 1.0455
H -1.9729 -3.1844 0.0981
H -0.9798 -2.2068 1.9822
H -2.3950 -1.2151 2.2023
H -0.8173 0.3656 1.5986
H -1.5771 0.0592 0.0162
H 0.3016 -1.1663 -0.8639
H 1.1010 -1.1637 0.6978
H 2.5247 1.9306 0.7313
H 1.0559 1.4162 1.5759
H 1.3681 3.7983 -0.2524
H 0.1642 3.5744 0.9423
H -0.4713 3.4134 -1.5953
H -1.1033 2.2471 -0.2837
H 1.0452 1.6897 -2.3295
H -0.4407 0.7923 -2.0202
H 2.2339 -0.3339 -2.0024
H 3.0402 -0.5047 -0.4744
H 3.0532 1.0741 -1.2584
C -0.7042 0.1872 -7.1095
S -1.2246 0.6736 -5.3339
O -0.1097 0.3522 -4.3777
C -1.0875 2.4878 -5.5318
H -1.2780 0.7131 -7.8725
H -1.0311 -0.8526 -7.1144
H 0.3819 0.2464 -7.1800
H -1.0459 2.9004 -4.5238
H -1.8145 2.9162 -6.2218
H -0.1238 2.8240 -5.9142
C 0.6877 -3.9063 5.8462
S -1.1077 -3.8423 5.5064
O -1.4860 -2.6133 4.7305
C -1.1236 -5.3001 4.3119
H 1.3042 -3.6759 4.9773
H 0.9922 -4.7744 6.4308
H 0.9038 -3.1675 6.6179
H -2.0337 -5.2616 3.7133
H -1.0357 -6.2833 4.7743
H -0.2427 -5.1602 3.6854
C 0.5200 3.0289 5.3683
S -0.3704 3.2143 3.7912
O -1.0565 1.9016 3.3940
C -1.6811 4.3773 4.3902
H 0.5728 3.9347 5.9724
H 1.5721 2.7618 5.2688
H 0.0621 2.2203 5.9381
H -1.7991 4.1797 5.4557
H -2.5748 4.3823 3.7663
H -1.1339 5.3088 4.2455
C 3.0089 6.0375 -3.7986
S 2.8172 4.2841 -3.9944
O 1.3878 4.1086 -3.5875
C 2.9352 4.2714 -5.8645
H 2.0382 6.4276 -4.1047
H 3.7799 6.5014 -4.4138
H 3.0722 6.2095 -2.7241
H 3.2298 5.2787 -6.1589
H 1.8675 4.2667 -6.0840
H 3.5886 3.4980 -6.2680
C 6.5667 3.4114 3.3517
S 7.0574 1.6988 2.7932
O 7.5797 1.0209 4.0335
C 5.4073 1.1555 2.3308
H 6.2077 3.5530 4.3711
H 5.8358 3.7398 2.6127
H 7.4243 4.0395 3.1107
H 4.7343 1.8691 2.8061
H 5.1585 0.2835 2.9357
H 5.1169 1.1342 1.2804
C -2.9824 -5.9900 -1.2896
S -2.5460 -6.5859 0.4735
O -3.5924 -5.9673 1.3857
C -3.0444 -8.3930 0.1870
H -4.0293 -5.7085 -1.4028
H -2.7633 -6.8508 -1.9213
H -2.2008 -5.2561 -1.4861
H -2.5376 -8.9034 -0.6320
H -4.1283 -8.4118 0.0737
H -2.8544 -8.9954 1.0753
C -4.3483 1.3827 -1.8155
O -3.1997 1.1510 -1.3755
N -4.8184 0.7069 -2.8729
C -6.2703 0.7243 -3.1765
C -3.9613 -0.2215 -3.6333
H -5.1915 1.7772 -1.2278
H -6.6825 -0.1956 -2.7618
H -6.4596 0.8235 -4.2453
H -6.6373 1.6364 -2.7060
H -4.0634 -0.1678 -4.7172
H -2.9394 -0.0753 -3.2834
H -4.0585 -1.2742 -3.3676
O 2.3662 -4.2068 0.7786
C 1.7437 -5.2752 0.9855
O 0.9641 -5.9321 0.1410
C 0.6963 -5.4817 -1.2032
C 2.0102 -5.4154 -1.9988
C 1.7106 -5.9116 2.3572
H 0.2286 -4.5014 -1.1121
H -0.1255 -5.9505 -1.7445
H 2.5731 -6.2967 -1.6912
H 2.4902 -4.4713 -1.7414
H 1.6665 -5.3237 -3.0292
H 2.6381 -6.4428 2.5709
H 0.9042 -6.6441 2.3218
H 1.6357 -5.0749 3.0518
O 2.2998 -0.0259 3.0738
C 2.4328 -0.6500 4.1094
O 3.0981 -1.8593 4.3582
C 3.8885 -2.4542 3.3752
C 5.0229 -2.9532 4.2148
C 1.4676 -0.3221 5.2439
H 4.4824 -1.8327 2.7051
H 3.3542 -3.3029 2.9481
H 5.6693 -3.5647 3.5852
H 4.7034 -3.4339 5.1394
H 5.8105 -2.3321 4.6413
H 1.0048 -1.2492 5.5823
H 0.6410 0.3460 5.0021
H 2.0380 0.1894 6.0192
O -5.3980 5.1389 -2.2935
C -4.5819 5.0880 -3.2476
O -3.4830 5.8788 -3.4788
C -3.1486 6.7612 -2.4358
C -2.1858 6.1088 -1.4728
C -4.7428 4.2078 -4.3992
H -3.9866 7.2627 -1.9516
H -2.6476 7.6358 -2.8506
H -1.5301 6.8813 -1.0712
H -1.5735 5.3187 -1.9075
H -2.6221 5.6689 -0.5760
H -5.1356 4.7364 -5.2677
H -5.6114 3.5755 -4.2153
H -3.8147 3.6599 -4.5627
```

Results
- Highest occupied orbital energy (alpha / beta): -1.384 / -8.251 eV
- Expectation value of S²: 0.75
- 2S+1: 2

These are the Mulliken partial charges, in e, on atoms 1 to 5: atom 1 (C): -0.57, atom 2 (C): -0.91, atom 3 (C): 1.40, atom 4 (C): -0.79, atom 5 (N): 1.87